{"formula": "C51H126N8O", "method": "ωB97M-V/def2-TZVPD", "elements": ["C", "C", "N", "C", "C", "C", "C", "H", "H", "H", "H", "H", "H", "H", "H", "H", "H", "H", "H", "H", "H", "H", "C", "C", "N", "C", "C", "C", "C", "H", "H", "H", "H", "H", "H", "H", "H", "H", "H", "H", "H", "H", "H", "H", "C", "C", "N", "C", "C", "C", "C", "H", "H", "H", "H", "H", "H", "H", "H", "H", "H", "H", "H", "H", "H", "H", "C", "C", "N", "C", "C", "C", "C", "H", "H", "H", "H", "H", "H", "H", "H", "H", "H", "H", "H", "H", "H", "H", "C", "C", "N", "C", "C", "C", "C", "H", "H", "H", "H", "H", "H", "H", "H", "H", "H", "H", "H", "H", "H", "H", "C", "C", "N", "C", "C", "C", "C", "H", "H", "H", "H", "H", "H", "H", "H", "H", "H", "H", "H", "H", "H", "H", "C", "C", "N", "C", "C", "C", "C", "H", "H", "H", "H", "H", "H", "H", "H", "H", "H", "H", "H", "H", "H", "H", "C", "C", "N", "C", "C", "C", "C", "H", "H", "H", "H", "H", "H", "H", "H", "H", "H", "H", "H", "H", "H", "H", "C", "C", "O", "C", "H", "H", "H", "H", "H", "H"], "coordinates": [[-7.71, -23.91, -6.50], [-8.98, -24.51, -5.91], [-9.80, -23.39, -5.45], [-11.18, -23.79, -5.69], [-11.60, -23.50, -7.11], [-9.54, -23.23, -4.00], [-9.99, -21.85, -3.54], [-8.05, -23.12, -7.17], [-7.21, -24.63, -7.14], [-7.00, -23.35, -5.89], [-9.50, -25.06, -6.69], [-8.64, -25.18, -5.13], [-11.41, -24.84, -5.52], [-11.82, -23.14, -5.10], [-11.77, -22.42, -7.20], [-11.00, -23.93, -7.91], [-12.56, -23.96, -7.33], [-8.46, -23.33, -3.89], [-9.96, -24.00, -3.36], [-9.66, -21.12, -4.27], [-9.56, -21.62, -2.56], [-11.08, -21.87, -3.41], [-7.47, -28.53, -8.13], [-7.47, -28.62, -9.64], [-7.60, -27.30, -10.38], [-6.61, -26.25, -9.99], [-6.91, -24.95, -10.64], [-7.65, -27.54, -11.80], [-6.36, -28.00, -12.39], [-6.54, -28.14, -7.74], [-7.53, -29.52, -7.67], [-8.37, -27.97, -7.85], [-6.60, -29.24, -9.87], [-8.37, -29.22, -9.75], [-6.60, -26.11, -8.91], [-5.55, -26.43, -10.17], [-6.40, -24.91, -11.60], [-8.00, -24.89, -10.76], [-6.49, -24.07, -10.16], [-8.01, -26.64, -12.28], [-8.43, -28.27, -12.01], [-5.68, -27.16, -12.54], [-6.57, -28.24, -13.43], [-5.78, -28.81, -11.94], [0.82, -14.90, -15.00], [0.37, -16.38, -14.90], [1.36, -17.18, -14.21], [1.09, -18.63, -14.33], [1.65, -19.30, -15.62], [1.77, -16.78, -12.81], [0.76, -17.02, -11.65], [0.21, -14.57, -15.83], [1.89, -14.73, -15.13], [0.37, -14.46, -14.11], [-0.54, -16.50, -14.31], [0.23, -16.69, -15.94], [1.66, -19.12, -13.53], [0.04, -18.77, -14.08], [2.73, -19.40, -15.50], [1.21, -20.28, -15.79], [1.58, -18.78, -16.58], [2.16, -15.76, -12.76], [2.73, -17.28, -12.67], [1.22, -16.93, -10.66], [0.27, -17.99, -11.71], [-0.07, -16.32, -11.75], [-8.87, -18.50, -13.94], [-7.93, -19.72, -14.13], [-6.63, -19.59, -13.42], [-5.86, -18.34, -13.86], [-5.29, -18.26, -15.28], [-6.77, -19.53, -11.98], [-6.99, -20.94, -11.51], [-9.93, -18.74, -14.05], [-8.72, -17.73, -14.70], [-8.84, -18.08, -12.94], [-8.48, -20.65, -13.94], [-7.81, -19.90, -15.20], [-5.05, -18.01, -13.22], [-6.46, -17.45, -13.73], [-4.48, -19.00, -15.30], [-5.03, -17.24, -15.56], [-6.09, -18.64, -15.93], [-5.85, -19.04, -11.64], [-7.46, -18.76, -11.63], [-7.91, -21.36, -11.89], [-6.15, -21.63, -11.62], [-7.19, -20.80, -10.45], [0.41, -27.41, -11.88], [-0.92, -26.66, -11.52], [-1.30, -25.60, -12.41], [-1.32, -25.89, -13.86], [-1.21, -24.63, -14.71], [-2.68, -25.10, -12.02], [-2.68, -24.23, -10.76], [1.20, -26.72, -12.18], [0.11, -27.98, -12.75], [0.90, -28.05, -11.14], [-1.73, -27.37, -11.35], [-0.84, -26.29, -10.50], [-0.37, -26.35, -14.13], [-2.15, -26.50, -14.20], [-0.49, -23.99, -14.20], [-0.81, -24.84, -15.71], [-2.15, -24.08, -14.78], [-3.36, -25.94, -11.90], [-3.17, -24.52, -12.80], [-2.83, -24.85, -9.88], [-3.61, -23.67, -10.75], [-1.94, -23.43, -10.81], [-4.75, -22.04, -8.50], [-4.21, -20.79, -9.23], [-2.76, -20.84, -9.50], [-1.88, -21.01, -8.35], [-1.84, -19.78, -7.47], [-2.22, -19.84, -10.52], [-2.51, -20.05, -12.01], [-4.49, -22.93, -9.08], [-5.83, -22.16, -8.48], [-4.34, -22.14, -7.50], [-4.79, -20.72, -10.15], [-4.37, -19.85, -8.70], [-2.14, -21.78, -7.63], [-0.94, -21.26, -8.83], [-1.54, -18.83, -7.90], [-2.74, -19.73, -6.86], [-1.11, -19.90, -6.68], [-1.13, -19.90, -10.54], [-2.27, -18.82, -10.11], [-3.08, -19.18, -12.36], [-3.16, -20.92, -12.09], [-1.67, -20.27, -12.68], [-2.42, -15.39, -7.38], [-1.11, -14.63, -7.44], [-0.15, -15.06, -6.40], [0.19, -16.49, -6.55], [0.46, -16.88, -8.04], [-0.43, -14.60, -4.99], [0.89, -14.15, -4.27], [-3.14, -15.06, -8.13], [-2.86, -15.19, -6.40], [-2.30, -16.47, -7.49], [-0.64, -14.67, -8.42], [-1.24, -13.55, -7.33], [1.05, -16.76, -5.95], [-0.63, -17.06, -6.12], [1.19, -16.12, -8.27], [1.01, -17.82, -8.03], [-0.38, -16.85, -8.74], [-0.84, -15.43, -4.43], [-1.18, -13.82, -4.88], [1.39, -13.37, -4.84], [1.58, -14.99, -4.20], [0.69, -13.62, -3.34], [2.49, -19.91, -9.02], [2.24, -21.39, -9.33], [2.57, -21.75, -10.74], [2.91, -23.19, -10.76], [1.90, -24.24, -10.33], [1.39, -21.49, -11.57], [1.53, -21.90, -13.07], [2.26, -19.84, -7.95], [1.81, -19.31, -9.63], [3.55, -19.70, -9.09], [2.73, -21.97, -8.55], [1.19, -21.58, -9.10], [3.73, -23.13, -10.04], [3.43, -23.50, -11.66], [2.34, -25.22, -10.17], [1.10, -24.38, -11.06], [1.50, -24.01, -9.35], [0.51, -21.98, -11.17], [1.24, -20.41, -11.54], [2.29, -21.43, -13.69], [1.56, -22.99, -13.18], [0.56, -21.60, -13.47], [0.02, -18.56, -2.49], [-1.14, -19.03, -3.33], [-1.24, -18.64, -4.47], [-2.14, -20.04, -2.70], [0.67, -17.84, -2.99], [0.54, -19.45, -2.13], [-0.34, -17.99, -1.64], [-3.07, -20.05, -3.28], [-2.41, -19.60, -1.74], [-1.77, -21.05, -2.54]], "fmax_ev_per_a": 2.722, "e_above_lowest_kj_mol": 0.0, "charge": -1, "e_tot_ha": -2531.6944, "s_squared": 0.750, "spin_multiplicity": 2, "lumo_ev": [2.17, 2.13], "homo_energy_ev": [0.82, -5.66]}